# 1
Below is a molecular structure, C21H20F5MoO in a non-equilibrium geometry, with properties calculated with the ωB97M-V functional and the def2-TZVPD basis.

Last column: Löwdin spin population.
Cartesian coordinates (Å):
C (1.2083, -1.6987, 0.5227)  0.04
H (-2.8660, 1.4404, 0.9923)  0.00
H (0.2476, -2.0918, 0.8686)  0.00
H (0.9090, -3.0827, -3.5042)  0.01
H (2.7183, 1.6875, -0.5641)  0.00
H (0.7648, -5.4272, -1.2027)  0.03
C (-2.0185, -0.5543, 0.5028)  0.00
F (-1.4360, 3.6703, 1.0237)  0.00
H (1.6699, 0.6815, -2.8053)  0.00
C (-2.5432, 0.7367, 0.2461)  0.01
H (2.1792, -3.5902, 0.5046)  0.01
H (2.5449, -3.5781, -3.1101)  0.04
F (-1.6261, 4.6458, 3.5126)  0.00
C (-1.0743, 3.4216, 3.3186)  0.00
H (-0.2571, -4.3540, -0.2694)  0.01
H (-2.8261, 1.8428, -1.6447)  0.00
C (-1.9179, -0.1866, -1.7377)  0.07
C (-1.6595, -1.1270, -0.7216)  0.00
H (-0.4598, -4.4751, -2.0187)  0.01
C (-0.2215, 2.9943, -1.3583)  0.00
C (1.7014, -2.9618, -2.7637)  0.09
C (0.0162, 0.8916, 2.9185)  0.00
H (-0.6778, 1.8811, -3.2270)  0.01
H (2.0428, -1.9279, -2.7915)  0.01
C (1.8046, 2.0063, -1.0328)  0.00
F (0.4927, -0.3525, 2.8200)  0.00
C (1.9777, -2.7960, -0.2208)  0.07
C (-2.5052, 0.9522, -1.1341)  0.04
H (1.0233, 3.4995, 0.4005)  0.00
C (-0.3768, 1.6300, 1.7786)  0.00
H (-1.1772, -2.0787, -0.8649)  0.00
H (1.7629, -1.3963, 1.4180)  0.00
H (2.9453, -2.3779, -0.5115)  0.00
H (-1.7282, -0.3281, -2.7875)  0.01
C (-0.6445, 2.6794, 4.4108)  0.01
Mo (-0.2023, 0.7757, -0.3889)  0.74
H (-1.0941, 3.6071, -1.2120)  0.00
C (-0.0064, 2.0774, -2.4101)  0.09
C (0.9027, 2.9502, -0.5144)  0.01
F (-0.7694, 3.1777, 5.6661)  0.00
O (1.0525, -0.5626, -0.2783)  0.03
F (0.2824, 0.6741, 5.2797)  0.00
C (-0.9530, 2.9081, 2.0236)  0.00
C (1.2440, 1.4661, -2.2044)  0.00
C (1.2560, -3.3397, -1.4021)  0.57
C (-0.1089, 1.4132, 4.2112)  0.00
H (-1.8756, -0.9833, 1.4780)  0.00
C (0.2790, -4.4396, -1.2165)  0.09

* total charge: -1
* frontier orbital gap (alpha / beta): 4.66 / 4.84 eV
* spin multiplicity: 3
* HOMO level (alpha / beta): -0.0583 / -0.0687 Ha
* calculated total energy: -39588.11864 eV
* ⟨S²⟩: 2.012

# 2
Below is a molecular structure, C21H20FeLi in a non-equilibrium geometry, with properties calculated with the ωB97M-V functional and the def2-TZVPD basis.

Last column: natural (NBO) charge in e.
Cartesian coordinates (Å):
C (-3.0655, -0.6390, -3.1998)  -0.27
H (-0.3982, 0.1882, 5.0113)  0.19
H (-1.7837, -3.7321, -2.5957)  0.22
H (-1.8460, 1.0429, 1.3246)  0.08
H (3.9184, 0.7171, -0.2409)  0.20
C (2.7178, 1.3283, 2.8497)  -0.11
C (1.4062, 1.4597, 4.8980)  -0.31
C (-0.0063, -0.0350, -1.2679)  0.00
H (1.2738, 1.8376, 5.9190)  0.19
C (0.5371, -1.3169, -1.7731)  -0.30
H (3.2164, 2.5926, 4.5020)  0.19
H (0.0629, -0.9013, 2.7917)  0.21
H (-0.0686, 0.3379, -4.6753)  0.22
H (-3.5343, 0.0230, -1.0809)  0.22
C (0.0088, 0.0011, -3.6396)  -0.25
C (-2.4946, -1.8799, -3.7020)  -0.26
H (-1.6968, 1.8106, -0.2398)  0.20
C (2.1575, 0.0647, 0.9923)  -0.30
H (-0.3979, 2.1972, 0.8885)  0.18
C (3.3811, 0.7330, 0.7078)  -0.24
C (0.5621, -1.2773, -3.2146)  -0.23
H (4.6153, 2.1151, 1.9966)  0.19
C (3.7479, 1.4823, 1.8540)  -0.37
C (-3.0859, -0.7095, -1.7488)  -0.26
C (-0.3364, 0.7593, -2.4670)  -0.30
H (-2.4022, -2.1610, -4.7467)  0.22
H (1.7101, -0.6945, 0.3558)  0.21
C (-2.1669, -2.7171, -2.5556)  -0.27
H (-2.4900, -2.3769, -0.3348)  0.22
C (-2.5307, -1.9919, -1.3516)  -0.26
H (0.9428, -2.0723, -1.1086)  0.22
C (2.4924, 1.8664, 4.1225)  -0.20
C (-0.2664, 0.2118, 0.1042)  -0.48
H (-3.4714, 0.1697, -3.8026)  0.22
C (0.6571, -0.0376, 3.1190)  -0.35
H (0.9759, -2.0563, -3.8566)  0.22
C (0.4625, 0.5322, 4.4006)  -0.42
Li (-1.2159, 1.2326, 3.0307)  0.83
H (-0.6894, 1.7835, -2.4213)  0.22
Fe (-1.2593, -0.9731, -2.4811)  0.05
H (-0.3223, -0.6777, 0.7485)  0.17
C (-1.0672, 1.3705, 0.5666)  -0.63
C (1.7497, 0.3920, 2.3208)  -0.03

* total charge: -1
* frontier orbital gap: 2.95 eV
* HOMO level: -0.0440 Ha
* calculated total energy: -56689.70018 eV

# 3
Below is a molecular structure, C21H20N3O3ReS3, with properties calculated with the ωB97M-V functional and the def2-TZVPD basis.

Last column: Löwdin spin population.
Cartesian coordinates (Å):
C (0.7767, 2.5190, 1.6632)  0.01
H (0.7276, 0.0667, -6.1923)  0.00
C (-2.2466, 2.1570, -0.4937)  0.01
H (0.9722, 1.8424, 2.5056)  0.00
H (3.4435, -0.1586, -1.0522)  0.00
C (0.6533, -2.2976, -4.4380)  0.00
H (2.0317, -2.5277, 3.0322)  0.00
H (-2.2097, 2.9962, -1.1949)  0.00
C (-2.7999, -0.6166, 4.5078)  0.00
C (-1.4194, 2.5574, 0.7334)  0.02
N (-0.2146, 1.9794, 0.7625)  0.06
H (-1.9390, 0.1252, -0.6706)  0.01
C (3.6206, -2.1904, 1.6467)  0.01
H (-1.8584, 0.8869, -2.1245)  0.01
C (1.8068, -0.4906, 0.2922)  0.05
C (2.0856, 2.6932, 0.8813)  0.01
O (3.0344, 3.2944, 1.3342)  0.02
H (-5.4465, -0.5185, 2.3944)  0.00
S (1.0247, 1.5860, -3.0566)  0.13
C (1.5056, 0.3300, -5.4740)  0.00
C (-3.4234, -0.7548, 1.7682)  0.00
C (3.1164, -0.6897, -0.1671)  0.03
C (1.0373, 0.1400, -4.0595)  0.03
H (4.3139, -2.8411, 2.1628)  0.00
C (-4.1056, -0.5240, 4.0716)  0.00
C (0.0944, -1.0291, 2.0270)  0.01
H (1.5960, -2.4010, -4.9781)  0.00
H (-3.6589, -0.8248, 0.7172)  0.00
H (-0.1463, -2.2754, -5.1816)  0.00
H (-4.8999, -0.3944, 4.7934)  0.00
H (-2.5631, -0.5616, 5.5603)  0.00
C (-4.4151, -0.5939, 2.7102)  0.00
H (5.0044, -1.6528, 0.0971)  0.00
C (4.0018, -1.5256, 0.4862)  0.00
C (-1.7964, -0.7706, 3.5579)  0.00
H (-3.2897, 1.9958, -0.2019)  0.00
N (-1.6493, 0.9862, -1.1333)  0.05
C (0.6448, -1.0593, -3.5854)  0.04
O (-1.8580, 3.3844, 1.5300)  0.03
O (2.0845, 2.1268, -0.2987)  0.08
C (1.4421, -1.1780, 1.4615)  0.02
H (1.7917, 1.3649, -5.6500)  0.00
H (2.3717, -0.2961, -5.6911)  0.00
C (-2.0955, -0.8358, 2.1895)  0.00
S (-0.0849, -0.8997, 3.7705)  0.00
H (0.5163, -3.1860, -3.8274)  0.00
N (-1.0069, -0.9866, 1.3540)  0.03
C (2.3453, -2.0088, 2.1353)  0.00
S (0.0580, -1.2723, -1.9441)  0.07
Re (0.5683, 0.8476, -0.8071)  2.27
H (0.4577, 3.4820, 2.0758)  0.00

* total charge: -1
* frontier orbital gap (alpha / beta): 6.14 / 6.68 eV
* spin multiplicity: 4
* HOMO level (alpha / beta): -0.1341 / -0.1544 Ha
* calculated total energy: -67354.46138 eV
* ⟨S²⟩: 3.770

# 4
Below is C21H20N4O3 in the gas phase in a non-equilibrium geometry, with properties calculated with the ωB97M-V functional and the def2-TZVPD basis.

Last column: natural (NBO) charge in e.
Cartesian coordinates (Å):
O (-3.2354, 2.1919, 2.0654)  -0.65
H (1.9794, -0.6460, -1.6096)  0.25
H (1.9787, 4.8145, 0.9137)  0.40
H (0.2302, -1.3534, -2.8502)  0.22
N (0.7847, -0.1573, 0.0701)  -0.63
C (1.8061, -4.5421, 0.6938)  -0.20
H (-2.4240, 4.3714, 2.6091)  0.45
H (1.3071, -5.4632, 0.9677)  0.22
H (0.6082, -2.1881, 2.3770)  0.24
H (-3.0666, -0.1640, 3.2832)  0.24
H (-1.5360, -3.0066, -1.9200)  0.21
C (-2.4467, -2.3422, 0.7425)  -0.16
C (0.9387, 1.2077, -0.0413)  0.65
C (0.0617, 2.1267, 0.7191)  0.03
H (-4.1513, -1.2562, 1.4104)  0.22
H (-1.5822, 0.7918, 1.0232)  0.44
C (1.2331, -1.1154, -0.9259)  -0.08
O (-0.1994, 5.3915, 2.2754)  -0.59
C (-1.1680, -1.1961, 2.9406)  -0.22
H (-0.8490, -0.8200, -1.5541)  0.21
H (3.8229, -1.2905, -0.1405)  0.22
C (-0.4910, 4.2634, 1.8752)  0.62
H (0.1125, -3.5538, -2.2379)  0.21
C (1.9098, -2.2518, -0.1576)  -0.03
N (1.7843, 3.8172, 0.8057)  -0.82
C (3.2778, -2.1711, 0.1223)  -0.19
C (0.4860, 3.3701, 1.1619)  0.09
H (0.1748, -0.5123, 0.8017)  0.42
H (-0.7179, -4.4322, 0.0266)  0.23
C (-0.4936, -2.9425, -1.5701)  -0.38
O (1.6750, 1.6833, -0.9058)  -0.64
C (-0.4545, -2.0173, 2.0741)  -0.27
C (-1.0555, -2.5788, 0.9251)  -0.03
C (1.1496, -3.4094, 0.1737)  0.00
H (2.2025, 3.3336, -0.0181)  0.43
C (3.1761, -4.4507, 0.9674)  -0.20
C (-0.0237, -1.4792, -1.7744)  -0.41
C (-0.3044, -3.4082, -0.0731)  -0.29
C (-3.1450, -1.5184, 1.6014)  -0.22
H (-0.6236, -0.8225, 3.8140)  0.22
N (-1.2192, 1.7453, 1.1629)  -0.61
H (3.6634, -5.3866, 1.2840)  0.22
H (-2.9697, -2.7836, -0.0794)  0.21
C (3.9154, -3.2916, 0.6616)  -0.21
C (-2.5005, -0.8609, 2.6558)  -0.22
N (-1.7963, 3.8753, 1.9743)  -0.61
H (4.9642, -3.2568, 0.7824)  0.21
C (-2.1503, 2.6141, 1.6963)  0.77

* frontier orbital gap: 8.01 eV
* HOMO level: -0.2920 Ha
* calculated total energy: -34206.02828 eV
* SMILES: Nc1c(C(=O)N[C@@H]2CC[C@H](c3ccccc3)c3ccccc32)[nH]c(=O)[nH]c1=O

- Which value of calculated total energy does entry 1 give?
  -39588.11864 eV

- The highest calculated total energy belongs to which entry?
  C21H20N4O3